A molecular structure, C36H35AuIN4O2S3Si2, computed with ωB97M-V/def2-TZVPD.

Structure (XYZ):
```
84
Properties=species:S:1:pos:R:3:mulliken_charge:R:1
Au -0.098 -0.615 0.592 1.506
C -1.786 -3.436 -0.784 -1.012
C -2.735 -2.302 -0.502 0.459
C -4.084 -2.423 -0.774 -0.777
C -4.923 -1.354 -0.424 -0.393
C -4.413 -0.224 0.147 -0.806
C -3.003 -0.104 0.381 0.231
N -2.227 -1.201 0.062 0.035
N -2.361 0.942 0.823 0.308
Si -2.790 2.362 1.624 -0.361
C -1.192 3.286 1.904 -0.153
C -3.637 2.025 3.273 -1.058
C -3.917 3.514 0.631 -1.075
H -1.981 -4.266 -0.100 0.272
H -0.752 -3.117 -0.677 -0.098
H -1.921 -3.805 -1.801 0.383
H -4.467 -3.327 -1.229 0.450
H -5.988 -1.423 -0.617 0.382
H -5.051 0.612 0.405 0.255
H -0.556 2.679 2.545 -0.522
H -1.318 4.273 2.357 0.409
H -0.688 3.396 0.938 0.279
H -3.102 1.238 3.810 0.295
H -4.668 1.691 3.127 0.307
H -3.658 2.915 3.910 0.362
H -3.445 3.760 -0.324 0.278
H -4.109 4.448 1.167 0.321
H -4.884 3.052 0.412 0.306
C 4.430 1.228 4.593 -0.661
C 4.294 2.009 3.457 -0.664
C 3.603 1.520 2.354 -0.228
C 3.057 0.236 2.356 0.709
C 3.242 -0.551 3.498 -0.765
C 3.903 -0.059 4.614 -0.819
Si 2.230 -0.440 0.812 0.363
C 3.032 -2.099 0.441 0.366
C 3.954 -2.173 -0.605 -0.433
C 4.599 -3.363 -0.915 -0.649
C 4.327 -4.510 -0.183 -0.407
C 3.407 -4.459 0.856 -0.846
C 2.766 -3.267 1.159 0.351
H 4.938 1.620 5.465 0.392
H 4.705 3.011 3.437 0.417
H 3.489 2.148 1.476 0.347
H 2.859 -1.563 3.524 0.755
H 4.002 -0.674 5.500 0.577
H 2.582 0.478 -0.293 -0.463
H 4.167 -1.289 -1.195 0.321
H 5.308 -3.396 -1.733 0.378
H 4.823 -5.443 -0.426 0.373
H 3.180 -5.352 1.425 0.397
H 2.023 -3.254 1.950 0.205
S 1.999 -0.437 7.615 -0.321
C 1.265 -0.413 6.125 0.209
S 1.031 -1.864 5.198 -0.177
C 0.329 -0.934 3.895 0.002
N 0.272 0.326 4.129 -0.138
N 0.778 0.612 5.394 0.487
C 0.745 1.984 5.792 0.179
C 0.508 2.341 7.112 -0.525
C 0.460 3.684 7.453 -0.705
C 0.640 4.666 6.490 -0.481
C 0.867 4.294 5.172 -1.095
C 0.920 2.956 4.820 0.315
S -0.243 -1.879 2.548 -0.561
H 0.359 1.580 7.862 0.412
H 0.272 3.959 8.483 0.378
H 0.597 5.713 6.762 0.401
H 1.004 5.043 4.403 0.420
H 1.099 2.667 3.799 0.564
I 0.905 2.085 -7.925 0.047
C 0.759 1.280 -6.000 0.066
C 0.195 2.039 -4.985 -0.617
C 0.107 1.501 -3.709 -0.196
C 0.569 0.216 -3.457 0.037
C 1.123 -0.534 -4.486 -0.237
C 1.227 -0.005 -5.763 -0.570
C 0.475 -0.380 -2.086 0.364
O 0.678 -1.579 -1.890 -0.693
O 0.183 0.464 -1.141 -0.853
H -0.171 3.037 -5.184 0.366
H -0.323 2.073 -2.898 0.487
H 1.462 -1.538 -4.266 0.471
H 1.663 -0.586 -6.563 0.364
```

net charge: -1
energy relative to the best compared isomer or geometry (same formula, charge and spin): 99.90 kJ/mol
highest occupied orbital energy: -4.50 eV
Kohn-Sham gap: 6.416 eV
LUMO level: 1.9 eV